## i
The following is a DFT calculation (wB97M-V/def2-TZVPD) of 2 unconnected molecules or ions with the total composition C5H12OS.

Spin multiplicity: 1
HOMO level: -0.2574 Ha
Gap between HOMO and LUMO: 3.241 eV

Positions of all 19 atoms, in Å:
1 C 1.175 0.131 0.228
2 O 2.309 0.852 -0.164
3 C 0.392 -0.416 -0.983
4 C 0.476 0.514 -2.206
5 C 0.462 1.971 -1.908
6 S -1.230 -1.086 1.759
7 C -2.087 -1.678 3.230
8 H 1.323 -0.784 0.847
9 H 0.554 0.804 0.830
10 H 1.721 1.694 -0.575
11 H -0.654 -0.494 -0.678
12 H 0.742 -1.421 -1.228
13 H 1.338 0.248 -2.818
14 H -0.438 0.248 -2.761
15 H -0.528 2.374 -1.806
16 H 1.170 2.535 -2.491
17 H -1.369 -1.676 4.054
18 H -2.403 -2.717 3.108
19 H -2.954 -1.101 3.563

Atom charges from the natural (NBO) analysis, given in e for atoms 1 to 6: atom 1 (C): -0.091, atom 2 (O): -0.655, atom 3 (C): -0.400, atom 4 (C): -0.488, atom 5 (C): -0.251, atom 6 (S): -0.189

=====

## ii
The following is a DFT calculation (wB97M-V/def2-TZVPD) of 2 unconnected molecules or ions with the total composition C5H12OS.

Spin multiplicity: 1
HOMO level: -0.3245 Ha
Gap between HOMO and LUMO: 9.706 eV

Positions of all 19 atoms, in Å:
1 C -1.193 2.406 -1.406
2 C 0.130 2.075 -1.315
3 C 1.124 2.717 -0.355
4 O 1.399 1.807 0.702
5 H -1.887 1.823 -2.032
6 H -1.602 3.257 -0.851
7 H 0.490 1.309 -2.010
8 H 2.024 3.025 -0.871
9 H 0.660 3.576 0.092
10 H 2.287 1.923 1.042
11 C -1.658 -1.108 0.124
12 C -0.816 -2.323 -0.201
13 S 0.473 -2.553 1.133
14 H -1.135 -0.165 0.227
15 H -2.188 -1.284 1.032
16 H -2.433 -0.861 -0.637
17 H -1.422 -3.175 -0.216
18 H -0.271 -2.139 -1.117
19 H 1.200 -3.495 0.526

Atom charges from the natural (NBO) analysis, given in e for atoms 1 to 6: atom 1 (C): -0.386, atom 2 (C): -0.192, atom 3 (C): -0.102, atom 4 (O): -0.721, atom 5 (H): 0.203, atom 6 (H): 0.194

=====

Unit: kJ/mol. Relative energies: i 499.8; ii 0.0.